{"formula": "C23H55N3OOsP4S", "method": "the ωB97M-V functional and the def2-TZVPD basis", "e_tot_ha": -3001.58592, "homo_lumo_gap_ev": [5.693, 4.052], "e_above_lowest_kj_mol": 53.7, "total_charge": 4, "spin_multiplicity": 5, "elements": ["Os", "P", "P", "P", "H", "C", "C", "H", "C", "C", "C", "C", "C", "C", "C", "C", "C", "H", "H", "H", "H", "H", "H", "H", "H", "H", "H", "H", "H", "H", "H", "H", "H", "H", "H", "H", "H", "H", "H", "H", "H", "H", "H", "H", "H", "H", "C", "C", "C", "C", "C", "C", "S", "H", "H", "H", "H", "H", "H", "C", "N", "C", "P", "O", "N", "C", "C", "N", "C", "C", "H", "H", "H", "H", "H", "H", "H", "H", "H", "H", "H", "H", "H", "H", "H", "H", "H", "H"], "coordinates": [[0.190, 0.241, -1.589], [1.698, 0.924, 0.027], [-1.521, 1.306, -0.595], [0.884, 1.630, -3.270], [-1.418, -1.703, 0.263], [-0.814, -1.989, -0.598], [0.600, -1.986, -0.502], [1.091, -1.857, 0.456], [1.710, 0.370, 1.788], [1.839, 2.733, 0.348], [3.388, 0.466, -0.505], [-3.156, 0.550, -0.875], [-1.557, 1.563, 1.222], [-1.709, 3.021, -1.205], [2.228, 0.755, -4.149], [1.583, 3.307, -3.031], [-0.494, 1.924, -4.436], [-1.344, -2.405, -1.465], [1.248, -2.389, -1.300], [1.509, -0.701, 1.890], [0.950, 0.897, 2.378], [2.686, 0.579, 2.250], [1.090, 3.062, 1.078], [1.701, 3.309, -0.570], [2.829, 2.977, 0.754], [3.407, -0.594, -0.776], [4.106, 0.628, 0.313], [3.698, 1.061, -1.370], [-3.944, 1.161, -0.409], [-3.160, -0.458, -0.445], [-3.341, 0.487, -1.955], [-2.569, 1.837, 1.557], [-0.878, 2.370, 1.528], [-1.272, 0.629, 1.723], [-2.620, 3.458, -0.765], [-1.796, 3.021, -2.296], [-0.839, 3.618, -0.901], [1.906, 0.563, -5.183], [2.476, -0.198, -3.661], [3.103, 1.410, -4.138], [1.758, 3.708, -4.044], [2.533, 3.253, -2.486], [0.867, 3.957, -2.501], [-0.299, 1.349, -5.351], [-0.497, 3.003, -4.658], [-1.458, 1.634, -4.012], [-0.672, -2.581, -4.975], [-1.815, -2.527, -5.806], [-1.957, -3.433, -6.855], [-1.001, -4.434, -7.051], [0.058, -4.570, -6.151], [0.226, -3.662, -5.111], [-0.252, -1.164, -4.135], [-0.559, -1.059, -2.479], [-2.544, -1.725, -5.648], [-2.808, -3.341, -7.514], [-1.084, -5.111, -7.918], [0.781, -5.370, -6.262], [1.076, -3.750, -4.421], [0.277, -0.425, 5.255], [-0.078, -1.783, 4.837], [1.067, -2.706, 4.783], [-1.243, -1.912, 3.628], [-0.922, -1.334, 2.310], [-1.409, -3.585, 3.498], [-1.867, -4.144, 2.219], [-1.857, -4.349, 4.657], [-2.540, -1.138, 4.333], [-3.690, -0.783, 3.497], [-2.771, -1.092, 5.776], [1.320, -0.214, 4.990], [0.169, -0.329, 6.343], [-0.358, 0.333, 4.779], [1.296, -3.053, 5.800], [0.824, -3.572, 4.154], [1.965, -2.202, 4.376], [-1.235, -3.774, 1.395], [-1.766, -5.230, 2.298], [-2.922, -3.889, 2.011], [-1.240, -4.128, 5.546], [-2.915, -4.170, 4.897], [-1.731, -5.405, 4.414], [-4.415, -1.617, 3.411], [-4.200, 0.078, 3.960], [-3.344, -0.498, 2.488], [-2.350, -1.973, 6.290], [-2.334, -0.178, 6.210], [-3.856, -1.072, 5.953]]}

{"formula": "C23H56BF10NO25PtS9", "method": "the ωB97M-V functional and the def2-TZVPD basis", "e_tot_ha": -7572.28423, "homo_lumo_gap_ev": [9.863, 8.256], "e_above_lowest_kj_mol": 0.0, "spin_multiplicity": 3, "elements": ["Pt", "B", "F", "F", "F", "F", "C", "F", "F", "F", "S", "O", "O", "N", "S", "O", "O", "C", "F", "F", "F", "O", "S", "O", "O", "C", "C", "C", "H", "H", "H", "H", "H", "H", "H", "H", "O", "S", "O", "O", "C", "C", "C", "H", "H", "H", "H", "H", "H", "H", "H", "O", "S", "O", "O", "C", "C", "C", "H", "H", "H", "H", "H", "H", "H", "H", "O", "S", "O", "O", "C", "C", "C", "H", "H", "H", "H", "H", "H", "H", "H", "O", "S", "O", "O", "C", "C", "C", "H", "H", "H", "H", "H", "H", "H", "H", "O", "S", "O", "O", "C", "C", "C", "H", "H", "H", "H", "H", "H", "H", "H", "O", "S", "O", "O", "C", "C", "C", "H", "H", "H", "H", "H", "H", "H", "H"], "coordinates": [[0.273, 0.239, -1.660], [-1.326, 0.685, 0.662], [-1.851, 0.399, 1.905], [-1.590, 1.993, 0.242], [0.101, 0.508, 0.620], [-1.877, -0.214, -0.280], [3.277, -1.327, -4.073], [3.669, -1.264, -2.804], [4.319, -1.109, -4.857], [2.780, -2.538, -4.274], [1.981, -0.020, -4.411], [2.449, 1.115, -3.669], [1.883, 0.129, -5.817], [0.602, -0.552, -3.591], [-0.376, -1.179, -4.758], [-1.128, -0.207, -5.470], [0.310, -2.212, -5.458], [-1.591, -2.118, -3.704], [-2.246, -1.307, -2.882], [-2.444, -2.742, -4.502], [-0.934, -3.035, -2.984], [-1.687, -5.621, 4.629], [-0.714, -5.609, 3.589], [-0.354, -6.790, 2.888], [-1.190, -4.573, 2.481], [-1.576, -3.262, 2.931], [-2.497, -2.612, 1.921], [0.771, -4.847, 4.178], [-0.708, -2.615, 3.110], [-2.010, -3.287, 3.932], [-3.040, -1.834, 2.457], [-3.255, -3.317, 1.571], [-1.962, -2.243, 1.049], [1.411, -4.607, 3.335], [1.235, -5.601, 4.816], [0.545, -4.018, 4.847], [-1.326, 1.298, -2.714], [-2.186, 2.289, -3.287], [-1.809, 2.925, -4.498], [-3.549, 1.563, -3.513], [-4.570, 2.289, -4.286], [-5.793, 1.408, -4.274], [-2.524, 3.584, -2.123], [-4.166, 2.393, -5.289], [-4.709, 3.264, -3.822], [-6.366, 1.624, -5.184], [-6.495, 1.599, -3.467], [-5.537, 0.357, -4.393], [-2.958, 3.123, -1.240], [-3.176, 4.272, -2.652], [-1.572, 4.051, -1.883], [2.400, -0.467, 5.634], [1.116, -0.401, 5.034], [0.134, -1.419, 5.223], [0.493, 0.973, 5.517], [-0.881, 1.269, 5.189], [-0.948, 2.568, 4.417], [1.308, -0.079, 3.306], [-1.430, 1.392, 6.122], [-1.309, 0.430, 4.639], [-0.562, 2.507, 3.399], [-0.407, 3.331, 4.979], [-1.982, 2.910, 4.341], [2.292, 0.352, 3.143], [0.490, 0.540, 2.957], [1.283, -1.033, 2.778], [0.951, 4.837, -1.275], [1.457, 3.601, -0.789], [0.875, 2.394, -1.243], [2.999, 3.526, -1.089], [3.814, 4.713, -0.925], [4.739, 4.556, 0.249], [1.407, 3.633, 0.965], [3.178, 5.594, -0.830], [4.360, 4.843, -1.858], [5.460, 3.749, 0.108], [4.217, 4.365, 1.186], [5.363, 5.429, 0.457], [1.731, 2.692, 1.406], [0.380, 3.837, 1.267], [2.037, 4.446, 1.318], [1.745, -2.832, 1.295], [1.420, -2.949, -0.094], [0.715, -1.887, -0.750], [2.718, -3.197, -0.934], [3.742, -4.019, -0.334], [4.913, -4.024, -1.287], [0.515, -4.427, -0.298], [3.389, -5.038, -0.161], [4.050, -3.594, 0.620], [5.657, -4.720, -0.890], [5.344, -3.029, -1.362], [4.653, -4.421, -2.267], [0.242, -4.555, -1.343], [-0.414, -4.287, 0.256], [1.043, -5.260, 0.155], [-7.107, 0.576, 1.422], [-6.507, 0.253, 0.173], [-7.038, -0.744, -0.683], [-6.452, 1.587, -0.708], [-6.355, 2.848, -0.040], [-6.853, 3.901, -1.010], [-4.799, -0.117, 0.382], [-5.317, 3.099, 0.203], [-6.966, 2.847, 0.859], [-6.229, 3.944, -1.907], [-6.901, 4.918, -0.626], [-7.847, 3.605, -1.353], [-4.769, -1.060, 0.928], [-4.222, 0.685, 0.830], [-4.388, -0.348, -0.600], [2.663, 0.335, -0.736], [3.898, 0.490, -0.051], [4.006, 1.244, 1.161], [4.473, -0.962, 0.253], [5.434, -1.096, 1.340], [4.776, -1.355, 2.671], [5.115, 1.036, -1.208], [6.124, -0.250, 1.334], [6.047, -1.940, 1.015], [3.935, -2.037, 2.532], [4.439, -0.438, 3.146], [5.473, -1.846, 3.352], [5.476, 0.231, -1.837], [5.959, 1.432, -0.639], [4.722, 1.871, -1.783]]}

{"formula": "C23H57Be2F6O19", "method": "the ωB97M-V functional and the def2-TZVPD basis", "e_tot_ha": -2968.15474, "homo_lumo_gap_ev": 4.830, "total_charge": 1, "spin_multiplicity": 1, "elements": ["Be", "Be", "C", "O", "O", "C", "F", "F", "F", "C", "C", "H", "H", "H", "H", "H", "H", "C", "O", "O", "C", "F", "F", "F", "C", "C", "H", "H", "H", "H", "H", "H", "C", "O", "H", "H", "H", "C", "C", "O", "O", "H", "H", "H", "H", "H", "H", "C", "C", "O", "O", "H", "H", "H", "H", "H", "H", "C", "C", "O", "O", "H", "H", "H", "H", "H", "H", "C", "C", "O", "O", "H", "H", "H", "H", "H", "H", "C", "C", "O", "O", "H", "H", "H", "H", "H", "H", "C", "C", "O", "O", "H", "H", "H", "H", "H", "H", "C", "C", "O", "O", "H", "H", "H", "H", "H", "H"], "coordinates": [[0.310, -0.309, 0.041], [-0.840, -0.831, -4.018], [-0.250, 2.412, -2.144], [-1.672, 2.529, -1.913], [-0.008, 1.032, -2.143], [0.266, 3.292, -3.325], [1.572, 3.200, -3.399], [-0.143, 3.123, -4.631], [0.022, 4.622, -3.082], [-2.041, 3.396, -0.833], [-3.503, 3.759, -1.095], [-3.901, 4.405, -0.312], [-3.544, 4.211, -2.086], [-4.172, 2.901, -1.161], [-1.458, 4.317, -0.843], [-1.897, 2.851, 0.100], [0.238, 2.772, -1.238], [0.945, 2.476, 2.079], [1.972, 2.167, 1.146], [0.146, 1.287, 2.095], [1.375, 3.006, 3.516], [0.602, 2.509, 4.518], [2.595, 2.638, 3.888], [1.233, 4.352, 3.684], [2.865, 3.266, 0.919], [3.993, 2.828, -0.042], [4.731, 3.630, -0.050], [4.492, 1.865, 0.065], [3.565, 2.727, -1.039], [3.343, 3.673, 1.811], [2.409, 4.131, 0.438], [0.443, 3.310, 1.589], [0.422, -3.371, -1.657], [0.090, -2.055, -1.875], [-0.527, -3.905, -1.602], [1.013, -3.768, -2.482], [0.959, -3.540, -0.723], [3.528, -1.070, -0.280], [3.360, -0.948, 1.262], [2.072, -1.372, 1.526], [2.649, -0.321, -1.056], [3.338, -2.094, -0.601], [4.560, -0.877, -0.571], [3.646, 0.071, 1.523], [4.163, -1.593, 1.618], [2.040, -1.803, 2.383], [3.093, 0.003, -1.843], [-2.779, 2.784, 3.353], [-2.461, 4.252, 3.582], [-3.077, 4.948, 4.618], [-2.133, 1.951, 4.321], [-2.493, 2.424, 2.365], [-3.864, 2.679, 3.378], [-2.739, 4.763, 2.660], [-1.381, 4.397, 3.617], [-3.736, 5.533, 4.238], [-1.330, 1.742, 3.838], [3.326, -3.502, 4.047], [2.829, -4.948, 4.123], [2.390, -5.494, 2.915], [2.311, -2.537, 4.023], [4.132, -3.328, 3.335], [3.681, -3.284, 5.054], [1.978, -5.109, 4.786], [3.727, -5.514, 4.371], [2.996, -5.222, 2.223], [2.281, -2.057, 4.854], [2.309, -0.715, -5.457], [1.825, 0.715, -5.640], [0.459, 0.562, -5.821], [1.792, -1.158, -4.231], [3.386, -0.754, -5.623], [1.806, -1.330, -6.202], [2.276, 1.226, -6.490], [1.901, 1.303, -4.726], [0.144, 1.215, -6.451], [2.454, -0.956, -3.566], [-0.686, -5.437, 1.909], [-1.764, -6.101, 2.781], [-2.813, -5.203, 3.069], [-0.168, -4.282, 2.535], [-1.104, -5.092, 0.964], [0.097, -6.126, 1.594], [-1.274, -6.316, 3.731], [-2.348, -6.976, 2.497], [-2.308, -4.543, 3.550], [0.677, -4.367, 2.983], [-3.904, 0.603, -3.771], [-3.401, 1.424, -4.960], [-2.366, 0.737, -5.625], [-2.923, 0.260, -2.881], [-4.366, -0.335, -4.079], [-4.667, 1.262, -3.356], [-3.018, 2.375, -4.592], [-4.186, 1.640, -5.685], [-2.165, 1.094, -6.493], [-2.666, 1.036, -2.376], [-2.516, -1.933, 1.446], [-2.803, -1.387, 0.027], [-2.366, -0.048, -0.013], [-1.086, -1.965, 1.716], [-2.984, -2.893, 1.664], [-2.786, -1.179, 2.185], [-3.881, -1.365, -0.138], [-2.412, -2.032, -0.761], [-3.092, 0.467, 0.347], [-0.829, -2.815, 2.082]]}

Q: What is the formula in the third record?
A: C23H57Be2F6O19